ORCA calculation (ωB97M-V/def2-TZVPD) on a molecular structure, C23H28IrN4O3S.

Expectation value of S² ... 6.0393
Electronic energy ... -1839.33584 hartree
LUMO energy (spin up / spin down) ... -8.8 / -12.7 eV
Highest occupied orbital energy (spin up / spin down) ... -15.213 / -16.898 eV
Energy above the lowest of the compared OMol25 structures with the same formula, charge and spin ... 5.6 kcal/mol

The geometry in ORCA input format:
```
! wB97M-V def2-TZVPD RIJCOSX def2/J DEFGRID3
* xyz 3 5
Ir 0.447 -1.422 0.729
C 1.950 -2.644 2.880
C 2.046 -1.224 3.429
N 1.762 -0.212 2.381
C 0.852 0.859 2.790
C -0.616 0.472 2.685
C -1.577 1.114 3.445
C -2.906 0.747 3.312
C -3.252 -0.269 2.435
C -2.264 -0.887 1.690
C -2.607 -1.987 0.696
N -1.483 -2.883 0.418
C -1.301 -3.972 1.409
C 0.165 -4.118 1.799
N 0.608 -2.775 2.256
N -0.977 -0.496 1.817
H 2.071 -3.366 3.689
H 2.705 -2.848 2.121
H 3.018 -1.056 3.893
H 1.300 -1.108 4.221
H 2.624 0.176 2.021
H 1.030 1.725 2.147
H 1.039 1.189 3.816
H -1.283 1.882 4.148
H -3.667 1.234 3.907
H -4.280 -0.591 2.341
H -2.916 -1.520 -0.242
H -3.479 -2.525 1.076
H -1.566 -3.272 -0.513
H -1.706 -4.917 1.048
H -1.871 -3.710 2.305
H 0.792 -4.421 0.960
H 0.272 -4.856 2.596
H -0.060 -2.497 2.978
O 1.944 -2.381 -0.425
O 2.547 -2.146 -1.443
O 0.496 -0.009 -0.908
S -0.466 1.037 -1.414
C -0.384 0.976 -3.190
C -1.431 1.539 -3.945
C -1.331 1.521 -5.308
C -0.193 0.956 -5.932
C 0.850 0.394 -5.181
C 0.768 0.409 -3.816
C 0.451 2.552 -1.604
C 1.851 2.515 -1.758
C 2.526 3.703 -1.919
C 1.812 4.906 -1.961
C 0.421 4.931 -1.809
C -0.273 3.757 -1.629
H -2.303 1.953 -3.453
H -2.117 1.920 -5.936
H -0.146 0.955 -7.014
H 1.697 -0.042 -5.692
H 1.532 -0.033 -3.190
H 2.382 1.573 -1.714
H 3.602 3.713 -2.018
H 2.346 5.837 -2.105
H -0.106 5.876 -1.824
H -1.348 3.766 -1.496
*
```

natural (NBO) population analysis, charges in e, atoms 1 to 2:
1. Ir 0.96
2. C -0.24


ORCA calculation (ωB97M-V/def2-TZVPD) on C23H28N2O5 in the gas phase.

Electronic energy ... -1378.96584 hartree
Structure (SMILES) ... COc1cc(C(=O)NCCC(=O)N[C@@H]2CCCc3ccccc32)cc(OC)c1OC
LUMO energy ... 0.8 eV
Highest occupied orbital energy ... -7.899 eV
Energy above the lowest of the compared OMol25 structures with the same formula, charge and spin ... 45.2 kcal/mol

The geometry in ORCA input format:
```
! wB97M-V def2-TZVPD RIJCOSX def2/J DEFGRID3
* xyz 0 1
C 2.073 -3.439 1.418
H 1.064 -3.238 1.046
O 3.061 -2.847 0.606
C 3.016 -1.501 0.420
C 2.072 -0.665 0.991
C 2.103 0.697 0.711
C 3.062 1.209 -0.148
C 4.033 0.390 -0.711
C 4.027 -0.983 -0.420
O 4.885 -1.935 -0.878
C 6.047 -1.595 -1.597
H 5.813 -1.162 -2.572
H 6.575 -2.539 -1.737
H 6.683 -0.904 -1.039
O 5.003 0.868 -1.559
C 5.003 2.239 -1.873
H 5.156 2.858 -0.983
H 5.841 2.377 -2.556
H 4.076 2.539 -2.371
H 3.030 2.264 -0.362
C 1.065 1.605 1.259
O 0.547 2.495 0.604
N 0.750 1.387 2.562
H 1.152 0.583 3.018
C -0.451 1.936 3.145
H -0.788 2.718 2.459
H -0.221 2.390 4.114
C -1.522 0.845 3.308
C -1.520 -0.034 2.060
O -0.991 -1.131 2.048
N -2.101 0.523 0.989
H -2.483 1.453 1.055
C -2.096 -0.087 -0.334
C -3.477 -0.633 -0.628
C -4.312 -0.069 -1.588
C -5.580 -0.608 -1.776
C -6.021 -1.681 -1.025
C -5.189 -2.236 -0.066
C -3.926 -1.711 0.127
H -3.268 -2.136 0.871
H -5.524 -3.075 0.526
H -7.010 -2.083 -1.186
H -6.229 -0.173 -2.524
C -3.860 1.085 -2.437
C -2.738 1.872 -1.771
C -1.614 0.922 -1.376
H -1.273 0.380 -2.260
H -0.768 1.480 -0.970
H -2.358 2.633 -2.453
H -3.125 2.385 -0.887
H -4.710 1.737 -2.653
H -3.503 0.692 -3.395
H -1.389 -0.922 -0.262
H -2.501 1.295 3.469
H -1.278 0.209 4.161
H 1.279 -1.073 1.596
H 2.268 -4.509 1.379
H 2.146 -3.095 2.455
*
```

natural (NBO) population analysis, charges in e, atoms 1 to 2:
1. C -0.25
2. H 0.19


> Which formula does entry 2 have?

C23H28N2O5